Version a
Computed, not measured: a cluster of 2 separate species, C7H10N3S in total, with the ωB97M-V functional and the def2-TZVPD basis.

```
! RIJCOSX wB97M-V def2-TZVPD def2/J DEFGRID3
* xyz 1 1
H 3.101 -2.411 0.110
C 0.970 2.623 0.088
C 0.309 0.308 -0.001
N 2.270 -2.834 0.225
C -0.993 -1.528 0.057
H 2.288 0.902 0.025
H -0.668 4.078 -0.092
C -1.002 0.843 -0.012
H -3.993 -1.029 -1.182
S -3.591 -0.688 0.138
N -1.912 -0.633 0.050
C -0.325 3.106 0.042
C 1.294 1.252 0.149
H -2.397 2.623 -0.091
H 2.000 -3.156 1.123
C -1.394 2.150 0.087
H -1.094 -2.595 0.015
H 1.782 3.264 -0.087
H 2.036 -3.468 -0.610
N 0.232 -1.086 -0.028
H 1.087 -1.720 -0.006
*
```

The HOMO-LUMO gap comes out at 9.67 eV. The highest occupied orbital energy is -12.96 eV. As for the LUMO energy: -0.12069 hartree.

Version b
Computed, not measured: the ion C7H10N3S with charge +1, with the ωB97M-V functional and the def2-TZVPD basis.

```
! RIJCOSX wB97M-V def2-TZVPD def2/J DEFGRID3
* xyz 1 1
C 0.765 -0.301 -1.271
H -2.131 -1.201 4.154
C -0.482 -0.972 3.111
H 0.316 -1.727 3.080
N 0.614 0.637 -2.231
C -0.259 1.733 -2.121
H 1.113 1.009 -4.261
H 0.248 2.598 -2.831
C -1.253 -0.717 4.358
H 2.201 -1.359 -4.242
C 1.170 0.353 -3.436
H -0.445 2.126 -1.131
H -0.688 -1.272 5.305
H -1.493 0.347 4.533
N -0.030 0.004 -0.157
H -1.455 0.614 2.035
S 1.710 -1.643 -1.874
C 1.862 -0.805 -3.436
H -1.247 1.408 -2.543
C -0.677 -0.269 2.008
N 0.162 -0.564 0.952
*
```

The HOMO-LUMO gap comes out at 7.89 eV. The highest occupied orbital energy is -13.01 eV. As for the LUMO energy: -0.18827 hartree.

We find version a to be the most stable, with the next structure 185.8 kJ/mol higher.

Version a
Computed, not measured: a structure of composition C4H11S2, with the ωB97M-V functional and the def2-TZVPD basis.

```
! RIJCOSX wB97M-V def2-TZVPD def2/J DEFGRID3
* xyz -1 1
H 0.168 0.934 3.549
H -2.671 0.224 -1.713
H 1.561 0.759 0.412
S 2.192 -0.044 -0.703
H -0.115 0.942 -1.648
H -0.353 -0.386 -2.810
H 1.902 0.873 3.030
H 0.780 -1.902 -1.460
H -2.112 -1.318 -1.072
H 0.736 -0.365 2.454
C 0.861 0.684 2.741
S 0.433 1.725 1.299
C 0.572 -0.935 -1.005
C -0.461 -0.084 -1.749
H 0.275 -1.064 0.042
C -1.853 -0.264 -1.175
H -1.917 0.222 -0.194
*
```

The HOMO-LUMO gap comes out at 6.63 eV. The highest occupied orbital energy is -2.82 eV. As for the LUMO energy: 0.14012 hartree.

Version b
Computed, not measured: a cluster of 2 separate species, C4H11S2 in total, with the ωB97M-V functional and the def2-TZVPD basis.

```
! RIJCOSX wB97M-V def2-TZVPD def2/J DEFGRID3
* xyz -1 1
S 1.689 1.488 1.311
H -0.454 0.467 -0.863
H 0.440 -0.499 1.176
C 2.509 0.491 0.004
H 2.946 -0.447 0.406
H 3.146 1.207 -0.633
H -2.922 0.817 -1.612
C 0.761 0.254 1.937
H -1.921 -0.517 -2.443
H -1.720 -0.225 0.416
H -3.067 -1.134 -1.312
H 1.299 -0.337 2.749
C -1.305 -0.260 -0.589
H -0.207 0.641 2.324
H 1.696 0.282 -0.708
S -0.393 -2.043 -0.685
C -2.494 -0.187 -1.477
*
```

The HOMO-LUMO gap comes out at 5.92 eV. The highest occupied orbital energy is -2.68 eV. As for the LUMO energy: 0.11885 hartree.

Version c
Computed, not measured: a cluster of 2 separate species, C4H11S2 in total, with the ωB97M-V functional and the def2-TZVPD basis.

```
! RIJCOSX wB97M-V def2-TZVPD def2/J DEFGRID3
* xyz -1 1
H -0.240 -1.348 0.522
H -2.762 -0.516 -0.093
H 1.337 0.604 2.225
C 1.012 0.603 -2.375
S 0.420 -1.081 -1.965
C -0.061 -0.906 1.514
H 2.079 -0.949 1.748
H 0.539 1.345 -1.723
C 1.292 -0.226 1.522
H 0.788 0.842 -3.413
H -0.141 -1.643 2.314
H 2.091 0.710 -2.230
S -1.452 0.260 1.782
H -2.802 1.271 0.163
C -2.180 0.376 0.136
H -1.447 0.490 -0.659
H 1.527 0.168 0.532
*
```

The HOMO-LUMO gap comes out at 5.84 eV. The highest occupied orbital energy is -2.49 eV. As for the LUMO energy: 0.12280 hartree.

We find version c to be the most stable, with the next structure 7.2 kJ/mol higher.

Version a
Computed, not measured: a structure of composition C35H43N10O3PS4W, with the ωB97M-V functional and the def2-TZVPD basis.

```
! RIJCOSX wB97M-V def2-TZVPD def2/J DEFGRID3
* xyz 0 3
C 2.348 -1.246 1.554
O -3.197 -9.612 1.349
C 0.269 1.360 -3.898
C -1.498 1.491 2.959
H 1.182 1.637 -4.432
H -1.849 2.855 -4.591
C 1.983 -1.957 -3.462
N 1.575 2.304 -0.247
C -0.377 -1.688 2.609
C 2.949 -2.430 -4.331
C -1.356 -3.856 2.373
P -1.160 2.075 -1.526
C 3.213 3.209 -1.759
C -3.750 2.319 -2.773
H 0.935 -2.131 -3.674
C -0.794 -2.869 3.178
N -0.467 -1.427 1.297
H 2.769 5.270 0.893
C -2.690 1.321 -2.281
H -2.609 -0.451 -1.008
H -1.399 4.364 -3.791
H -1.475 5.858 -0.774
H -4.040 -0.346 -2.032
H -3.139 2.879 0.553
H -0.386 5.114 -1.942
N 1.818 -0.035 1.819
H 4.089 5.117 -1.217
C 2.323 2.244 -1.393
N -1.943 -6.101 1.940
O -0.829 -9.005 1.196
C -2.901 3.792 0.022
C -2.307 -7.328 2.318
S 4.329 -0.180 -0.675
H 2.645 -2.953 -5.230
H 1.953 -1.807 0.724
H -0.769 3.747 0.074
H -1.906 -4.327 0.360
H 3.567 1.633 4.933
C 4.302 -2.249 -4.048
C -1.370 5.028 -1.479
C -1.477 -3.580 1.018
N -0.419 2.211 3.044
C -1.790 -5.180 2.881
C 3.266 0.005 3.721
H -3.337 3.288 -3.046
W 0.294 0.789 0.440
H -1.096 -2.162 -0.528
C 3.295 -1.808 2.386
H -2.141 5.155 -2.237
H 1.000 4.126 2.486
C 2.674 4.425 0.222
N 3.762 -1.201 3.472
H 0.037 -0.909 3.235
H -3.702 4.003 -0.688
H -0.316 3.631 -4.957
C -2.415 -6.757 4.509
H 3.691 -2.792 2.161
O -2.478 -7.893 -0.226
H -2.252 0.811 -3.144
N -2.562 -7.693 3.582
C 2.301 0.590 2.888
H -3.911 0.676 -0.602
H 2.135 1.404 -2.038
C 3.703 -1.055 -2.003
H -2.881 4.610 0.748
H -0.460 1.040 -4.647
H -4.259 1.913 -3.649
C -1.544 3.730 -0.691
S -2.037 0.809 1.458
N -2.230 1.251 4.073
H -2.624 -7.054 5.533
H 5.707 -1.447 -2.657
C 1.779 3.392 0.568
H 0.577 3.157 -2.757
C -0.270 2.570 -3.114
C 3.395 4.335 -0.931
H -1.909 -4.721 5.002
H -4.503 2.476 -2.002
C -1.024 3.417 -4.152
H 3.770 3.093 -2.679
S -2.218 -8.608 1.007
S 0.863 -0.835 -1.367
C 1.008 3.360 1.727
H -0.650 -3.021 4.241
C -1.026 -2.373 0.528
H -3.151 0.871 3.941
N 0.248 2.282 1.844
C 2.313 -1.262 -2.292
H 4.470 0.233 5.328
C -2.015 -5.460 4.218
H 5.057 -2.636 -4.719
H 0.489 0.502 -3.277
H 1.909 1.561 3.139
N 3.672 0.636 4.865
C 4.662 -1.588 -2.902
C -3.345 0.238 -1.424
H -2.069 1.830 4.880
*
```

The HOMO-LUMO gap (alpha / beta) comes out at 5.10 / 4.12 eV. The highest occupied orbital energy (alpha / beta) is -6.89 / -6.89 eV. As for the LUMO energy (alpha / beta): -0.06587 / -0.10174 hartree.

Version b
Computed, not measured: a structure of composition C35H43N10O3PS4W, with the ωB97M-V functional and the def2-TZVPD basis.

```
! RIJCOSX wB97M-V def2-TZVPD def2/J DEFGRID3
* xyz 0 3
C 4.052 -2.000 -2.115
H 1.080 2.188 -5.220
C -3.772 -4.772 5.119
C 1.821 2.013 -4.435
C 1.548 0.657 -3.785
H 3.984 3.087 -3.278
C -1.676 3.525 -2.616
H 4.765 3.367 -1.730
C -1.973 -3.118 3.313
C -4.223 -4.064 4.021
H 1.471 0.920 3.051
N 1.379 -3.954 -3.932
C -3.078 -1.940 1.150
H 3.697 -2.139 -1.093
H 2.304 2.665 -1.594
H 3.420 -2.591 -2.781
H 1.261 -4.755 -4.530
H 1.084 -3.353 -0.247
H 0.505 0.674 -3.456
H -2.243 -5.228 -1.886
C -3.332 -3.295 3.107
C 0.387 -3.731 -3.027
O -8.263 -3.287 3.380
H 1.141 -1.369 -4.495
C -1.238 -2.351 2.434
N -5.507 -4.000 3.710
H 4.703 -0.037 -1.735
P 2.421 0.332 -2.149
H -2.724 -4.849 5.376
N 1.138 -1.554 0.784
H 2.809 2.057 -4.895
H 4.554 -1.176 -4.515
C -1.575 -3.294 -1.266
C -2.686 3.837 -3.507
H -4.946 -2.764 1.807
H 2.645 -0.684 -5.146
C -3.570 2.849 -3.936
C 3.189 -2.760 2.288
H 2.796 -4.468 1.028
H -0.975 4.283 -2.286
S -0.186 1.812 -1.112
C -1.623 2.167 1.618
C -6.374 -4.634 4.503
S -2.593 1.041 0.753
H 1.134 -1.824 -2.283
C -4.747 -5.396 5.885
H 3.571 2.768 0.389
H 5.088 1.883 -2.604
C -3.883 -2.668 1.991
H -3.506 -1.462 0.279
C 2.752 -1.483 2.575
H 4.001 -3.216 2.840
H 5.062 -2.417 -2.174
H -2.782 4.849 -3.878
N -0.383 1.927 2.000
N -1.747 -1.774 1.336
C -1.496 -4.454 -2.013
N -0.619 -2.357 -1.353
H 3.190 -0.892 3.368
W -0.645 -0.418 -0.048
C 1.708 -0.935 1.846
H -4.129 0.781 -3.779
C -1.536 2.219 -2.138
O -8.883 -4.868 5.141
C 1.555 -2.810 0.550
C 2.544 -3.446 1.272
S -8.109 -4.610 3.950
N -2.159 3.333 1.990
O -8.063 -5.695 2.982
C 4.756 -0.328 -3.859
C 3.569 1.799 -0.115
C 4.078 -0.518 -2.492
C 1.628 -0.455 -4.835
H 2.885 1.144 0.427
N 0.085 0.731 1.563
C 1.120 0.321 2.222
H 4.435 0.578 -4.369
H 1.084 -0.127 -5.723
H -3.062 3.598 1.639
S -2.270 -0.397 -1.967
H 1.726 2.827 -3.717
C -3.448 1.558 -3.455
H -1.468 -3.563 4.159
H -0.191 -2.190 2.639
N -6.038 -5.339 5.593
H -2.409 -3.134 -0.611
H -4.357 3.090 -4.638
C 4.306 2.600 -2.360
C -2.439 1.245 -2.543
C 3.143 1.972 -1.584
H -4.482 -5.961 6.773
H 5.841 -0.273 -3.740
H -1.568 4.016 2.432
H 4.575 1.378 -0.038
N -0.530 -4.686 -2.889
H 1.950 -3.198 -4.263
C 0.357 -2.574 -2.229
*
```

The HOMO-LUMO gap (alpha / beta) comes out at 5.00 / 4.39 eV. The highest occupied orbital energy (alpha / beta) is -7.08 / -7.08 eV. As for the LUMO energy (alpha / beta): -0.07657 / -0.09880 hartree.

We find version b to be the most stable, with the next structure 76.7 kJ/mol higher.